Record 1
Formula: C34H80N6
Source: the OMol25 dataset
Level of theory: ωB97M-V/def2-TZVPD

Geometry as XYZ:
```
120
Properties=species:S:1:pos:R:3:forces:R:3
N 11.67466 -6.94109 5.22536 -0.805 1.480 -0.632
C 11.13778 -5.79103 4.61792 2.140 -0.699 -0.551
C 11.03179 -5.99754 3.21908 0.276 -3.757 4.490
C 11.23680 -7.42500 3.13954 3.559 0.889 -0.311
C 11.77054 -7.92659 4.29051 -0.875 2.059 2.434
H 12.00165 -7.03494 6.17634 -0.240 0.269 -0.242
H 11.06674 -4.87939 5.19261 0.609 -0.809 -0.030
H 10.67492 -5.37589 2.41126 0.749 -1.636 0.671
H 11.07278 -7.97304 2.22348 1.565 -0.306 0.129
H 12.27779 -8.86210 4.47477 -1.260 2.203 1.918
C 7.17710 -0.75607 7.65040 1.086 -0.169 -2.026
C 7.39506 -1.83898 6.55217 -0.981 -1.279 0.736
N 8.06482 -3.06242 6.99062 1.589 -0.329 0.639
C 7.58905 -3.61073 8.28011 -1.534 -0.436 -1.306
C 8.44713 -4.59327 9.03544 1.140 0.164 -0.062
C 8.15296 -4.06979 5.89197 0.638 0.887 2.433
C 9.16883 -3.95118 4.78437 1.812 2.737 2.902
H 8.17264 -0.54404 8.04032 -0.298 0.270 0.618
H 6.40094 -0.98055 8.38203 0.389 -0.230 -0.023
H 6.82761 0.09597 7.06732 0.047 0.348 0.295
H 6.38293 -2.08103 6.22794 -0.593 -0.290 -0.336
H 7.90497 -1.58845 5.62194 0.206 0.977 0.293
H 6.74462 -4.25679 8.04003 -0.927 0.210 -0.160
H 7.15553 -2.84006 8.91747 0.556 0.151 -0.173
H 8.10361 -5.60499 8.81975 0.267 -0.047 0.230
H 8.43111 -4.40659 10.10921 -0.153 -0.126 -0.006
H 9.48773 -4.49666 8.72572 0.158 -0.101 -0.006
H 8.41860 -5.06573 6.24642 -0.592 -0.138 0.856
H 7.22782 -4.13543 5.31934 -0.199 1.477 3.321
H 9.35536 -4.85955 4.21152 -0.990 0.244 2.486
H 8.90310 -3.22885 4.01253 1.249 0.945 2.127
H 10.18370 -3.65837 5.05344 -0.483 0.608 0.978
C 10.00497 -3.91253 2.30232 3.666 2.501 -3.266
C 9.63958 -2.67026 1.57229 -0.893 0.186 0.356
N 9.53469 -2.94826 0.17369 -0.246 0.646 -2.561
C 10.82508 -3.22572 -0.46988 -0.172 -0.395 0.337
C 10.58578 -4.08397 -1.68883 0.435 -0.421 -0.392
C 8.90189 -1.79943 -0.54344 1.114 0.160 0.165
C 7.44359 -1.79263 -0.41705 -2.042 0.393 0.637
H 11.05575 -4.10290 2.08391 -1.081 0.931 -0.413
H 9.42960 -4.80145 2.04373 2.731 3.445 -2.993
H 9.88072 -3.89020 3.38498 1.704 0.701 -2.784
H 8.64858 -2.42033 1.95117 -0.267 0.659 -0.219
H 10.32244 -1.83520 1.72880 -0.052 -0.240 0.172
H 11.42286 -2.36132 -0.75901 -0.274 0.757 0.014
H 11.46699 -3.69093 0.27820 -0.111 -0.467 -0.351
H 10.16179 -5.04389 -1.39408 -0.066 0.015 -0.136
H 9.93954 -3.61530 -2.43100 -0.331 0.118 0.290
H 11.49928 -4.26053 -2.25668 0.286 -0.161 0.198
H 9.06727 -1.70382 -1.61657 0.784 -0.881 -0.077
H 9.37781 -0.89916 -0.15467 -0.117 0.503 0.269
H 7.00497 -2.65881 -0.91250 0.013 -0.273 0.408
H 6.92113 -0.94881 -0.86770 0.478 0.340 -0.366
H 7.13344 -1.69219 0.62305 -0.179 -0.600 0.135
C 12.60884 -10.62543 4.50216 -0.097 0.635 -0.633
C 12.58751 -9.91239 3.11689 1.411 -1.561 -2.092
N 13.88106 -9.95653 2.37626 2.111 -0.602 -0.793
C 15.02110 -9.29903 3.06313 -0.148 -0.905 0.283
C 16.47634 -9.44807 2.48190 -0.457 -0.056 0.728
C 13.80939 -9.49617 0.94798 -0.372 -2.309 1.018
C 12.91294 -10.56557 0.22916 -0.571 0.748 0.189
H 12.57356 -11.71485 4.49849 0.562 0.149 -0.292
H 11.72165 -10.30571 5.04875 -0.182 -0.323 0.000
H 13.43797 -10.17766 5.05003 0.232 -0.691 0.363
H 11.80605 -10.38452 2.52149 0.136 -0.120 -0.265
H 12.36217 -8.84859 3.19212 0.946 -2.625 -1.926
H 14.79291 -8.25686 3.28651 0.076 0.516 -0.235
H 15.12948 -9.78135 4.03458 -0.305 0.106 0.157
H 16.60134 -9.77332 1.44909 -0.256 0.415 0.000
H 17.01128 -8.52707 2.71361 -0.061 0.244 -0.616
H 17.04277 -10.16019 3.08201 -0.266 -0.404 -0.037
H 14.76377 -9.56535 0.42599 0.320 -0.020 0.678
H 13.57505 -8.43167 0.95263 -0.881 0.130 -0.588
H 12.79517 -11.48408 0.80412 0.292 0.298 0.623
H 13.30174 -10.98117 -0.70047 -0.015 0.798 -0.349
H 11.89969 -10.17487 0.13547 -0.081 -0.125 -0.587
C 9.10903 -7.30356 0.60495 0.332 0.274 -0.306
C 8.96119 -7.50365 2.09245 -3.631 -0.773 -0.884
N 7.80262 -6.73321 2.73424 0.940 0.262 -0.411
C 6.44734 -6.95879 2.17474 0.160 -1.033 -0.207
C 6.03675 -8.39875 2.36435 0.508 -1.769 0.905
C 8.23404 -5.32339 2.63931 -6.597 -2.627 1.907
C 7.30229 -4.38244 3.51955 -1.015 -2.126 -2.367
H 8.22573 -7.58391 0.03113 -0.133 0.440 -0.044
H 9.89124 -7.95344 0.21266 0.276 -0.075 0.067
H 9.44228 -6.27794 0.44638 -0.272 0.120 -0.700
H 8.72172 -8.56371 2.17631 0.241 -0.191 0.702
H 9.94122 -7.30190 2.52481 -4.172 0.123 -0.324
H 5.69382 -6.32808 2.64645 0.408 0.306 0.019
H 6.38609 -6.85240 1.09168 0.175 0.859 -0.324
H 6.07478 -8.71547 3.40662 0.200 0.277 0.305
H 5.08362 -8.82056 2.04543 -0.358 0.993 -0.474
H 6.75477 -9.05728 1.87560 0.159 0.005 -0.140
H 8.20314 -4.98294 1.60431 -0.814 -0.330 -0.344
H 9.23605 -5.23386 3.05893 -2.945 -2.930 0.508
H 7.27822 -4.80950 4.52211 -0.373 -1.978 -3.242
H 6.23629 -4.30078 3.30725 0.118 0.091 -0.963
H 7.84390 -3.45702 3.71543 -3.183 -0.310 -1.670
C 12.89908 -3.98310 2.55552 1.676 0.290 -0.855
C 12.31190 -2.73568 3.15408 -0.036 -0.097 0.204
N 12.64217 -1.50705 2.38603 0.131 -0.017 1.244
C 12.31404 -0.39175 3.28905 -2.105 0.651 -0.530
C 10.73889 -0.09113 3.30402 1.736 -0.347 -0.258
C 14.00919 -1.34297 1.84783 -0.559 0.110 0.258
C 14.02937 -0.31330 0.74286 -0.276 -0.153 -1.124
H 13.88212 -4.15823 2.99262 0.244 -0.060 -0.121
H 13.04718 -3.75457 1.50008 0.159 -0.417 -0.184
H 12.37084 -4.93262 2.64187 0.615 0.814 0.145
H 11.22628 -2.82838 3.18434 0.982 0.830 0.165
H 12.56942 -2.76966 4.21267 0.647 0.828 0.432
H 12.71775 0.56857 2.96826 0.420 -0.280 -0.341
H 12.67734 -0.55452 4.30375 0.121 -0.165 0.207
H 10.62448 0.95020 3.60509 -0.348 -0.162 0.207
H 10.15960 -0.78604 3.91197 0.051 0.166 0.240
H 10.40175 -0.22502 2.27615 -0.029 0.533 0.183
H 14.64164 -0.93838 2.63803 0.517 -0.327 0.248
H 14.42378 -2.27874 1.47294 -0.163 0.000 0.256
H 13.32188 -0.48157 -0.06910 -0.884 -0.243 0.480
H 13.84585 0.68540 1.13912 0.417 0.073 -0.323
H 14.90752 -0.42479 0.10683 0.780 0.591 0.712
```
Forces are in eV/Å.

Values from the calculation:
Molar mass in g mol⁻¹: 573.1
E_LUMO in eV: 0.62
Max |F| in eV/A: 7.35
Relative energy (zero: lowest compared OMol25 entry of this formula, charge and spin) in kJ/mol: 2007.6
Highest occupied orbital energy in eV: -7.582
Electronic energy in eV: -45473.3104

Record 2
Formula: C34H80NO20P5
Source: the OMol25 dataset
Level of theory: ωB97M-V/def2-TZVPD

Geometry as XYZ:
```
140
Properties=species:S:1:pos:R:3:forces:R:3
C 4.70011 -1.30553 -2.56112 0.313 1.456 -1.343
C 5.20925 -2.60074 -3.14836 -0.163 -0.023 0.649
O 6.27219 -2.35103 -4.08448 -0.344 0.292 0.207
P 6.57572 -3.52539 -5.11205 1.016 0.361 -0.378
O 6.93111 -4.79429 -4.51115 -0.237 -0.827 0.487
O 7.72332 -2.88124 -5.98437 0.261 0.336 -0.105
C 9.07282 -2.79867 -5.45302 -0.224 0.338 0.538
C 9.94547 -3.83268 -6.08776 0.228 -0.942 -0.094
O 5.36419 -3.57459 -6.10921 -0.149 0.110 0.120
C 4.97855 -2.38036 -6.82376 -0.062 0.101 -0.293
C 5.65529 -2.35912 -8.17829 -0.024 1.358 -0.582
H 4.52032 -0.58865 -3.38076 -0.235 -0.378 -0.070
H 3.74539 -1.38329 -2.05280 0.120 -0.279 0.353
H 5.43982 -0.72974 -2.00039 -0.002 -0.591 0.519
H 5.58913 -3.23367 -2.34364 -0.006 -0.227 -0.214
H 4.39668 -3.11269 -3.67035 0.012 -0.092 0.105
H 9.41519 -1.77467 -5.60925 -0.085 -0.063 -0.228
H 9.04285 -2.95422 -4.37005 -0.047 0.018 -0.073
H 9.66975 -4.81611 -5.69910 -0.168 0.013 -0.151
H 9.84117 -3.86306 -7.17161 -0.012 0.165 -0.013
H 11.00383 -3.73131 -5.84143 -0.055 0.396 0.027
H 3.89493 -2.44044 -6.89269 -0.032 -0.003 -0.101
H 5.24107 -1.48749 -6.25390 -0.058 -0.084 0.135
H 6.57668 -1.77080 -8.16408 0.474 -0.894 0.443
H 5.76050 -3.36736 -8.56163 0.238 0.025 -0.150
H 5.14774 -1.71948 -8.91579 -0.746 -0.550 0.221
C -0.16575 6.00879 6.13848 -0.244 0.073 0.335
C 0.85025 6.35831 5.06724 -0.268 1.720 0.293
O 0.96485 5.44183 3.99200 0.672 -0.129 0.175
P -0.27439 4.77735 3.28061 0.357 -0.986 0.960
O -1.26950 5.67295 2.73988 -0.712 0.545 -0.583
O 0.53758 3.81537 2.33736 0.445 -0.092 -0.227
C 0.14423 3.32992 1.05396 0.317 0.310 -0.410
C 0.46133 4.32815 -0.00801 -0.577 1.809 -0.883
O -0.88243 3.78766 4.36674 -0.320 -0.397 -0.086
C -0.14164 2.61788 4.80947 0.029 -0.044 -1.147
C -1.02403 1.69910 5.63192 0.801 1.199 0.650
H -0.17300 4.95339 6.39877 0.082 -0.018 -0.023
H 0.01614 6.56624 7.06063 0.279 0.070 -0.143
H -1.17136 6.29989 5.82923 0.012 -0.270 -0.148
H 0.59128 7.34995 4.66904 -0.302 -0.261 -0.251
H 1.83758 6.58729 5.47222 0.189 -0.909 0.003
H 0.73056 2.43810 0.83356 -0.199 -0.247 0.508
H -0.92382 3.12430 1.04961 -0.066 -0.255 0.000
H 0.16898 3.98453 -0.99809 0.003 -0.345 -0.043
H -0.12808 5.24270 0.13803 -0.153 -0.207 0.140
H 1.47377 4.72977 -0.09359 0.263 -0.698 0.403
H 0.18222 2.05926 3.92776 -0.175 0.104 0.008
H 0.79481 2.97156 5.25394 -0.296 -0.179 0.601
H -1.83002 1.27053 5.05028 0.023 -0.150 -0.165
H -0.34548 0.94970 6.04216 -0.353 -0.278 -0.004
H -1.44774 2.28619 6.45254 -0.079 -0.257 0.047
C -0.84714 -3.63306 0.39077 0.356 0.834 -0.206
C -1.96314 -4.62236 0.25901 -0.289 0.151 -1.539
O -2.48286 -5.13972 1.47091 0.823 -0.462 0.655
P -3.69439 -4.43029 2.16661 -0.699 0.452 -0.587
O -4.98471 -4.70144 1.55346 -0.786 -0.162 -0.550
O -3.64874 -4.79745 3.68251 0.261 0.246 0.584
C -3.97116 -6.10494 4.17053 -0.171 -0.749 0.531
C -5.38894 -6.63614 3.96532 0.351 0.100 -0.525
O -3.25693 -2.91648 2.08298 -0.104 0.613 0.602
C -4.28168 -1.87860 2.17741 0.246 -0.562 -1.815
C -3.79390 -0.60960 1.52645 0.831 1.209 0.353
H -0.02003 -3.98527 1.00652 0.000 -0.102 -0.012
H -0.48351 -3.40268 -0.61570 0.178 -0.379 0.003
H -1.15004 -2.64202 0.72845 -0.254 -0.242 0.392
H -2.76709 -4.18651 -0.34636 -0.130 0.144 0.304
H -1.62680 -5.43979 -0.38177 0.043 -0.411 0.545
H -3.21910 -6.78091 3.75919 -0.148 -0.127 -0.037
H -3.84655 -6.09208 5.25511 0.465 0.364 -0.130
H -5.72191 -6.53860 2.93259 -0.001 -0.037 0.076
H -5.32619 -7.69522 4.22289 -0.174 -0.013 0.014
H -6.11337 -6.16269 4.62452 0.048 0.129 -0.005
H -5.06892 -2.21521 1.49995 -0.448 -0.273 0.736
H -4.59048 -1.75328 3.20996 -0.116 -0.024 0.007
H -3.13488 -0.68800 0.65709 -0.148 -0.815 0.037
H -4.63622 -0.01997 1.16014 -0.133 -0.077 0.311
H -3.21474 0.01847 2.21362 -0.188 0.016 0.069
C -7.62211 5.63625 -4.44997 -0.100 -0.129 -0.341
C -6.72682 4.41752 -4.29610 -0.668 0.536 -0.107
O -5.71719 4.72116 -3.31583 -0.232 -0.646 -0.081
P -4.50090 3.73004 -3.08391 -0.015 0.251 -0.166
O -3.21799 4.25158 -3.53232 0.376 -0.221 -0.033
O -4.49430 3.39628 -1.54151 0.046 0.431 0.175
C -5.72523 3.11940 -0.84359 -0.113 -0.781 -0.630
C -5.32980 2.90773 0.58843 0.401 1.032 0.391
O -5.02401 2.39813 -3.77020 0.061 -0.702 -0.105
C -4.06787 1.26694 -3.89593 -0.557 1.950 -1.124
C -3.34480 1.43175 -5.22253 1.556 -0.452 0.874
H -7.18543 6.39481 -5.09870 0.045 -0.061 -0.030
H -8.55510 5.27693 -4.89318 0.011 0.264 -0.085
H -7.86739 6.12774 -3.51048 0.085 -0.256 0.187
H -7.35099 3.56715 -4.00821 0.323 -0.023 0.418
H -6.28573 4.14188 -5.25537 0.221 0.139 0.092
H -6.41728 3.94610 -0.99844 0.068 0.153 0.249
H -6.16516 2.24670 -1.33835 -0.099 -0.094 0.270
H -6.14098 2.88314 1.31178 -0.265 -0.175 -0.226
H -4.66377 2.06628 0.75265 -0.087 -0.156 -0.225
H -4.75083 3.81005 0.81546 0.037 -0.162 0.329
H -3.36574 1.40770 -3.07473 -0.005 -0.783 0.106
H -4.68152 0.37251 -3.91062 0.086 -0.085 0.548
H -2.62014 0.60162 -5.26013 -0.412 -0.141 -0.452
H -3.95698 1.48438 -6.11352 -0.250 -0.160 0.060
H -2.66540 2.28428 -5.16769 -0.436 0.323 -0.069
C 4.72971 -2.45499 1.81900 0.111 0.285 0.150
C 3.65750 -2.46253 2.89172 -0.687 0.676 -1.122
O 3.06791 -1.11513 2.88432 0.601 0.046 -0.343
P 2.31383 -0.46802 4.10597 -1.485 -1.581 1.554
O 2.26668 -1.31255 5.30688 1.172 0.204 0.191
O 0.77781 -0.32918 3.66057 0.686 0.773 -0.969
C 0.17131 -1.55833 3.19974 -0.815 0.311 0.289
C -1.06620 -1.84225 4.03120 -0.236 0.897 0.000
O 2.87835 0.98522 4.28502 0.270 0.008 -1.011
C 2.90770 1.84520 3.09603 -0.998 0.713 0.196
C 3.46479 3.21048 3.41680 0.618 -0.405 0.290
H 4.27596 -2.15487 0.87416 -0.051 -0.047 -0.032
H 5.51096 -1.72404 2.03102 0.080 -0.149 0.125
H 5.16543 -3.44487 1.68021 0.025 0.022 0.139
H 2.85378 -3.09345 2.49803 0.100 -0.302 0.631
H 3.96545 -2.71981 3.89909 0.012 -0.078 0.001
H -0.13971 -1.37371 2.17155 0.264 -0.209 -0.102
H 0.88010 -2.38260 3.26191 -0.013 -0.008 -0.076
H -0.85520 -1.87328 5.09811 0.214 -0.536 -0.028
H -1.77580 -1.01387 3.93647 0.158 0.203 -0.177
H -1.62700 -2.67848 3.63448 0.290 -0.465 0.299
H 3.39380 1.42094 2.21409 0.217 -0.493 0.465
H 1.85619 2.00840 2.84697 0.174 -0.176 -0.181
H 4.54790 3.21730 3.56190 0.002 -0.168 -0.195
H 3.20976 3.82813 2.55857 0.009 0.337 0.192
H 3.05080 3.60562 4.34225 -0.352 0.130 -0.197
N 0.07706 -1.38022 -2.32362 0.682 0.353 0.305
C 0.86594 -0.99564 -1.23436 -1.768 -0.091 0.093
C 0.08813 -0.11156 -0.51534 0.334 0.056 0.125
C -1.13021 0.14708 -1.21599 0.961 -0.960 0.075
C -1.08828 -0.67861 -2.32427 -0.614 0.758 0.415
H 0.37723 -1.90996 -3.12072 0.148 -0.158 0.068
H 1.71201 -1.55312 -0.87458 0.235 0.024 -0.387
H 0.34091 0.24664 0.47607 0.044 0.098 -0.215
H -1.90373 0.79858 -0.85096 -0.207 0.034 -0.303
H -1.83342 -0.79082 -3.09618 0.193 -0.102 -0.123
```
Forces are in eV/Å.

Values from the calculation:
Molar mass in g mol⁻¹: 977.9
E_LUMO in eV: 0.10
Max |F| in eV/A: 2.67
Highest occupied orbital energy in eV: -8.993
Electronic energy in eV: -125452.6585
SMILES string: CCOP(=O)(OCC)OCC.CCOP(=O)(OCC)OCC.CCOP(=O)(OCC)OCC.CCOP(=O)(OCC)OCC.CCOP(=O)(OCC)OCC.c1cc[nH]c1

Q: Which formula does entry 1 have?
A: C34H80N6